The following is a quantum chemistry calculation of 6 unconnected molecules or ions with the total composition C2H17N2O5, from OMol25.

Properties
2S+1: 2
DFT total energy (Eh): -571.4499
LUMO energy (spin up / spin down) (eV): -7.54 / -10.82
<S²>: 0.762
Relative energy (zero: lowest compared OMol25 entry of this formula, charge and spin) (kcal/mol): 0.00
Net charge: +2

Geometry (Å):
1 C -0.2607 0.1582 -0.4271
2 C -0.7500 0.5014 -1.7133
3 N -1.4658 -0.3804 -2.3615
4 N 0.3537 1.0942 0.4718
5 H -0.2716 -0.8850 -0.1413
6 H -0.8042 1.5718 -1.8895
7 H -1.8425 -0.2124 -3.2650
8 H -1.1560 -1.3450 -2.2649
9 H -0.2613 1.8996 0.6780
10 H 1.3045 1.2904 0.1747
11 H 0.5044 0.5622 1.3835
12 H -0.9479 4.0596 0.7008
13 H -2.2003 3.4797 0.0132
14 O -1.2690 3.3502 0.1316
15 H 1.8666 -0.6118 2.6165
16 H 2.2233 0.7383 3.2214
17 O 1.8774 0.3597 2.4116
18 H 0.5923 -2.6273 2.0693
19 H 2.0302 -3.0699 2.4723
20 O 1.4318 -2.3208 2.3911
21 H 1.8146 0.9546 -3.2547
22 H 1.8881 -0.5493 -3.1353
23 O 1.3464 0.2061 -2.8847
24 H -2.4773 -3.0623 1.4007
25 H -1.8791 -2.4374 0.1597
26 O -1.6473 -2.7243 1.0411

Forces on atoms 1 to 6 (eV/Å):
0.13 -0.58 -1.00
-1.02 0.83 1.65
1.69 -0.54 0.14
-0.85 -2.07 0.58
0.12 0.03 0.40
-0.08 -0.10 -0.77